Entry 1:
This record from OMol25 describes C24H22Br2IN3ORuS4 as an isolated structure in a non-equilibrium geometry. The level of theory is ωB97M-V with the def2-TZVPD basis set.

Geometry as XYZ:
```
58
Properties=species:S:1:pos:R:3:forces:R:3
Ru 0.112 -0.329 0.186 0.809 0.430 1.663
C 1.734 0.421 5.168 -0.030 -0.049 0.000
N 2.624 0.126 4.048 0.069 0.076 -0.042
C 3.944 -0.275 4.148 -0.026 -0.015 0.012
C 4.409 -0.449 2.901 -0.033 0.041 -0.013
N 3.361 -0.142 2.031 -0.008 -0.014 -0.018
C 2.267 0.203 2.754 0.007 -0.227 0.033
S 0.736 0.726 2.251 -0.391 -0.452 -0.525
C 3.477 -0.191 0.617 -0.049 -0.049 0.143
C 4.683 0.184 0.047 0.027 -0.020 0.021
C 4.864 -0.013 -1.310 -0.016 -0.008 -0.014
C 3.844 -0.604 -2.038 0.050 -0.005 0.036
C 2.667 -0.907 -1.386 0.160 -0.067 0.070
N 2.452 -0.673 -0.078 -0.495 0.028 -0.792
H 2.341 0.563 6.057 -0.002 -0.014 -0.001
H 1.033 -0.399 5.317 0.006 -0.004 -0.021
H 1.172 1.327 4.958 0.035 0.025 0.013
H 4.424 -0.423 5.098 0.007 0.025 0.004
H 5.365 -0.790 2.549 -0.006 -0.011 -0.016
H 5.459 0.622 0.658 -0.008 0.001 0.007
H 5.794 0.272 -1.782 -0.001 0.009 0.002
H 3.952 -0.820 -3.091 -0.019 -0.006 -0.001
H 1.852 -1.368 -1.923 0.042 0.013 0.027
Br -0.302 0.074 -2.603 -0.205 0.063 -0.047
C 0.032 1.986 -2.570 -0.007 -0.008 0.078
Br 1.131 2.466 -1.076 0.094 0.152 -0.039
H -0.927 2.472 -2.444 -0.022 -0.001 -0.001
H 0.535 2.258 -3.489 -0.016 -0.016 -0.006
O -1.672 0.407 0.324 -0.146 0.043 -0.566
C -2.427 1.096 1.297 -0.119 0.009 0.341
C -2.494 0.323 2.613 0.205 0.081 -0.083
C -2.397 -1.030 2.729 0.065 -0.025 0.038
C -2.629 -1.501 4.050 -0.003 0.008 -0.007
C -2.919 -0.491 4.913 -0.043 0.022 -0.020
S -2.914 1.028 4.123 0.013 0.030 0.042
C -1.920 2.524 1.429 -0.072 0.010 -0.088
C -1.243 3.172 2.418 -0.012 0.093 0.028
C -0.889 4.510 2.076 0.039 -0.048 0.028
C -1.307 4.852 0.830 -0.029 -0.038 -0.060
S -2.151 3.572 0.075 0.047 0.057 -0.013
C -3.861 1.136 0.776 0.139 -0.011 -0.176
C -4.836 2.046 1.047 -0.116 -0.043 0.046
C -6.087 1.698 0.462 0.046 0.037 0.040
C -6.023 0.537 -0.241 0.012 -0.047 -0.008
S -4.452 -0.143 -0.204 0.003 -0.011 -0.048
H -2.201 -1.670 1.882 -0.030 0.015 0.065
H -2.602 -2.543 4.335 -0.002 0.008 0.010
H -3.160 -0.550 5.962 0.021 -0.018 0.003
H -1.007 2.729 3.373 0.009 -0.010 -0.031
H -0.354 5.178 2.734 -0.021 0.016 0.008
H -1.194 5.798 0.325 0.018 0.006 0.014
H -4.674 2.929 1.648 -0.008 -0.011 0.003
H -6.985 2.291 0.557 0.002 0.004 -0.002
H -6.810 0.051 -0.794 -0.001 0.006 -0.006
I -1.527 -2.720 -0.565 0.013 -0.453 -0.310
C 0.194 -2.301 0.598 0.000 0.430 -0.006
H 1.036 -2.789 0.115 -0.013 -0.145 0.131
H 0.023 -2.640 1.615 0.013 0.087 0.056
```
Positions in Å, forces in eV/Å.

Its total charge is +1. The relative energy (zero: lowest compared OMol25 entry of this formula, charge and spin) comes out at 37.3 kcal/mol. Its molecular weight is 884.51 g mol⁻¹. As for the spin multiplicity: 2. For the calculated total energy, the calculation gives -225864.399 eV. As for the strongest force on any atom: 1.90 eV/Å. The LUMO energy (alpha / beta) comes out at -0.1179 / -0.1273 Ha.

Results of the Mulliken charge analysis, in e, for atoms 1 through 2: atom 1 (Ru): 0.626, atom 2 (C): -0.751

***

Entry 2:
This record from OMol25 describes C24H22Br6N4O4 as an isolated structure in a non-equilibrium geometry. The level of theory is ωB97M-V with the def2-TZVPD basis set.

Geometry as XYZ:
```
60
Properties=species:S:1:pos:R:3:forces:R:3
C 0.385 -0.176 -2.746 1.110 -0.550 -0.782
Br 2.032 0.076 -1.704 -0.856 0.066 -0.231
Br -0.602 -1.710 -2.148 0.105 0.154 -0.090
Br 1.010 -0.440 -4.679 -0.834 0.386 1.432
H -0.281 0.681 -2.642 0.465 -0.052 -0.327
C -6.155 1.204 -4.570 -0.003 -0.460 0.421
Br -7.258 0.608 -2.977 0.744 0.924 -1.139
Br -4.921 2.743 -4.300 -1.137 -0.972 0.002
Br -7.230 1.358 -6.206 0.515 0.069 0.972
H -5.512 0.330 -4.675 -0.111 0.427 -0.255
C -6.647 -5.231 -6.576 -2.149 -1.210 0.837
C -6.751 -5.732 -5.216 0.899 0.648 -3.602
C -7.970 -6.119 -4.733 0.317 0.289 1.063
C -9.101 -6.015 -5.510 0.091 1.136 -0.430
C -9.071 -5.490 -6.816 0.453 -1.388 0.996
C -7.820 -5.257 -7.413 0.645 1.004 1.793
N -10.411 -6.288 -4.884 0.383 -0.043 0.428
O -10.502 -6.327 -3.677 0.598 0.103 0.445
O -11.340 -6.482 -5.614 -0.935 -0.077 -1.209
H -5.715 -4.813 -6.928 0.094 -0.334 -0.213
H -5.817 -5.942 -4.717 -0.142 0.449 0.544
H -7.974 -6.309 -3.669 -0.616 -0.657 -0.041
H -10.049 -5.357 -7.253 0.222 -0.031 -0.608
H -7.789 -4.929 -8.441 0.143 0.119 -0.003
C -1.451 5.593 8.407 -0.518 -1.482 -3.793
C -0.491 4.918 7.545 -2.267 -0.091 1.213
C -0.912 4.249 6.376 -0.642 1.696 -0.717
C -2.215 4.472 5.789 1.247 -0.442 2.604
C -3.155 5.129 6.617 0.382 0.558 -0.471
C -2.788 5.672 7.850 2.615 -0.311 1.653
N -2.528 3.827 4.473 2.751 -0.708 0.888
O -3.539 4.136 3.923 -0.788 0.009 -0.490
O -1.644 3.043 4.050 -1.936 1.321 0.463
H -1.177 6.002 9.368 -0.084 0.073 -0.072
H 0.521 4.761 7.888 0.100 0.093 -0.068
H -0.137 3.745 5.817 -0.256 -0.241 -0.150
H -4.171 5.388 6.355 -0.068 -0.539 -0.616
H -3.486 6.142 8.526 -0.532 0.064 -0.452
N 5.088 5.703 3.603 3.152 0.319 -0.912
C 5.951 6.814 3.601 0.102 -2.055 1.037
C 7.352 6.710 3.537 -1.822 -1.499 -1.158
C 7.883 5.421 3.227 2.060 4.319 1.228
C 7.095 4.366 3.128 -1.964 -2.560 -0.727
C 5.734 4.510 3.318 -2.243 2.765 0.905
H 5.554 7.786 3.851 -0.576 -0.035 -0.214
H 7.956 7.605 3.548 0.144 -0.112 0.205
H 8.962 5.469 3.211 0.198 -0.871 -0.453
H 7.353 3.365 2.816 0.772 0.007 0.200
H 5.041 3.682 3.292 0.173 -0.278 -0.106
N 8.457 -4.309 0.320 -0.869 -0.472 -0.951
C 8.161 -3.566 -0.771 1.744 -2.256 -0.005
C 8.617 -4.020 -2.047 -0.494 -0.426 0.944
C 9.362 -5.242 -2.154 -0.769 2.622 0.409
C 9.698 -5.913 -0.991 -0.401 0.005 -1.491
C 9.076 -5.491 0.161 0.701 1.225 1.457
H 7.608 -2.687 -0.476 0.032 0.369 -0.868
H 8.353 -3.436 -2.917 0.082 -0.097 -0.198
H 9.735 -5.548 -3.121 0.037 -0.018 -0.030
H 10.429 -6.694 -1.138 -0.300 -0.504 0.770
H 9.195 -5.985 1.114 0.235 -0.446 -0.037
```
Positions in Å, forces in eV/Å.

Its molecular weight is 909.89 g mol⁻¹. As for the spin multiplicity: 1. For the calculated total energy, the calculation gives -459640.327 eV. As for the strongest force on any atom: 4.94 eV/Å. The LUMO energy comes out at -0.0235 Ha.

Results of the Mulliken charge analysis, in e, for atoms 1 through 2: atom 1 (C): -0.335, atom 2 (Br): -0.001

***

Entry 3:
This record from OMol25 describes C24H22BrCrN4O7 as an isolated structure. The level of theory is ωB97M-V with the def2-TZVPD basis set.

Geometry as XYZ:
```
59
Properties=species:S:1:pos:R:3:forces:R:3
Cr 1.040 1.232 0.553 -0.179 0.336 -0.233
Br 0.931 2.130 2.956 0.126 0.000 -0.040
C 2.694 1.532 3.421 -0.021 -0.008 -0.036
C 3.155 1.764 4.677 0.007 0.011 0.038
C 4.467 1.351 4.993 -0.020 0.008 0.009
C 5.238 0.748 4.043 -0.005 -0.005 -0.023
C 4.747 0.514 2.735 0.024 -0.011 0.020
C 5.548 -0.099 1.743 0.007 -0.004 -0.001
C 5.057 -0.306 0.489 -0.005 -0.005 0.005
C 3.735 0.075 0.162 0.004 -0.007 0.014
C 2.901 0.669 1.083 0.006 -0.147 0.197
C 3.427 0.902 2.392 -0.026 0.003 0.010
H 2.539 2.257 5.416 -0.001 -0.002 0.000
H 4.851 1.526 5.988 -0.002 0.000 0.001
H 6.249 0.437 4.278 0.001 -0.001 -0.003
H 6.558 -0.396 2.000 0.001 0.000 0.000
H 5.675 -0.768 -0.269 -0.001 -0.001 0.000
H 3.389 -0.104 -0.845 -0.015 0.008 -0.016
C -3.600 0.895 -3.367 -0.004 -0.018 -0.002
C -2.129 0.743 -3.544 -0.005 -0.091 0.025
N -1.213 0.834 -2.606 0.010 0.011 -0.007
C -0.006 0.685 -3.245 -0.022 0.188 -0.044
C -0.206 0.492 -4.595 0.042 -0.035 0.040
N -1.561 0.520 -4.752 -0.021 0.088 -0.031
C 0.606 0.277 -5.825 -0.122 0.020 0.011
O 1.914 0.330 -5.718 0.150 0.275 0.212
O 0.032 0.073 -6.870 0.036 -0.020 0.019
C 1.293 0.744 -2.531 0.026 -0.628 0.046
O 2.349 0.552 -3.134 -0.038 0.381 -0.195
O 1.244 0.917 -1.262 0.024 0.283 -0.009
H -3.891 0.643 -2.351 0.009 -0.035 0.022
H -4.146 0.243 -4.050 -0.002 0.000 0.005
H -3.907 1.923 -3.567 0.006 -0.002 -0.001
H -2.001 0.401 -5.652 0.001 -0.004 -0.001
H 2.181 0.562 -4.778 -0.068 -0.439 -0.101
C -2.249 -2.542 -1.283 0.015 0.012 0.004
C -2.760 -2.642 0.147 -0.005 0.009 0.016
C -2.539 -1.367 0.978 0.000 -0.011 -0.048
C -3.061 -1.600 2.417 0.000 0.014 0.014
C -2.888 -0.410 3.353 0.003 -0.001 0.006
C -3.359 -0.231 0.384 -0.055 -0.010 0.007
O -4.520 -0.354 0.073 0.029 0.007 -0.027
N -2.740 1.004 0.261 0.004 0.001 0.003
C -1.404 1.187 0.433 -0.026 0.000 0.037
O -0.842 2.289 0.255 0.014 -0.030 0.048
N -0.607 0.187 0.838 0.117 -0.172 0.021
C -1.036 -1.096 1.080 -0.015 -0.005 0.042
O -0.271 -1.968 1.412 0.002 -0.003 -0.016
H -2.392 -3.488 -1.805 0.002 0.008 -0.004
H -1.184 -2.304 -1.313 0.009 -0.012 0.007
H -2.780 -1.771 -1.842 -0.029 0.050 -0.034
H -2.252 -3.451 0.672 0.005 0.002 -0.004
H -3.830 -2.855 0.154 0.001 -0.003 -0.001
H -2.520 -2.464 2.804 0.000 -0.002 -0.003
H -4.115 -1.872 2.337 -0.001 0.001 0.001
H -1.838 -0.122 3.444 -0.002 0.000 0.003
H -3.245 -0.660 4.352 -0.005 -0.002 -0.001
H -3.454 0.460 3.014 0.003 0.000 0.000
H -3.272 1.768 -0.131 0.009 -0.001 -0.004
```
Positions in Å, forces in eV/Å.

The relative energy (zero: lowest compared OMol25 entry of this formula, charge and spin) comes out at 17.8 kcal/mol. Its molecular weight is 610.36 g mol⁻¹. As for the spin multiplicity: 4. For the calculated total energy, the calculation gives -144006.364 eV. As for the strongest force on any atom: 0.63 eV/Å. The LUMO energy (alpha / beta) comes out at -0.0414 / -0.0141 Ha.

Results of the Mulliken charge analysis, in e, for atoms 1 through 2: atom 1 (Cr): 0.059, atom 2 (Br): -0.010